(1)
{
  "formula": "C22H26N6O2S2",
  "method": "wB97M-V/def2-TZVPD",
  "symbols": ["C", "C", "C", "N", "C", "N", "N", "C", "C", "N", "C", "O", "C", "C", "C", "C", "C", "C", "H", "H", "H", "H", "H", "H", "H", "C", "C", "H", "H", "H", "C", "H", "H", "H", "H", "S", "C", "C", "O", "N", "C", "N", "C", "C", "S", "H", "C", "H", "H", "H", "H", "H", "H", "H", "H", "H", "H", "H"],
  "positions_angstrom": [[-0.1128, 2.1687, -2.2474], [-1.3345, 1.5042, -2.3674], [-1.6379, 0.0654, -1.8570], [-0.3822, -0.3659, -1.1977], [0.5376, -1.0314, -1.7220], [1.6079, -1.4809, -0.8349], [1.4162, -0.8124, 0.3184], [0.0337, -0.0951, -0.0580], [-0.6290, 0.7899, 0.8960], [-1.3908, 0.0002, 1.9674], [-2.6918, -0.5186, 1.5477], [-3.2928, 0.0352, 0.5069], [-3.3484, -0.9927, 2.7448], [-4.3914, -2.1240, 2.2911], [-5.0957, -2.7443, 3.1509], [-4.5067, -2.8403, 4.5678], [-3.5518, -1.8689, 5.0847], [-2.8634, -1.1682, 4.0794], [-2.3325, -0.5671, 4.3863], [-3.2624, -2.0353, 6.0160], [-5.1879, -3.3658, 5.1886], [-5.6820, -3.6270, 2.8332], [-4.6560, -2.1522, 1.2269], [-0.7258, -0.6716, 2.6426], [-1.5300, 1.3586, 0.2366], [0.3151, 1.6659, 1.7788], [1.3373, 1.0956, 2.8109], [0.6108, 0.5290, 3.5460], [1.8455, 0.0404, 2.2612], [2.1242, 1.5835, 3.1253], [-0.4825, 2.7323, 2.3659], [-1.1600, 2.4647, 3.0682], [-0.9804, 3.3423, 1.7273], [0.3236, 3.5725, 2.9990], [1.0698, 2.1949, 0.9690], [0.4305, -2.0567, -3.4136], [2.0810, -2.4058, -3.6238], [2.8990, -2.1290, -4.7527], [2.8362, -2.6720, -5.8967], [3.0948, -0.7578, -5.0179], [3.2371, 0.2495, -3.7258], [3.6192, -0.1611, -2.6907], [3.6365, 1.1658, -1.9449], [3.4887, 2.4076, -2.5486], [3.0515, 2.0151, -4.3989], [3.3706, 3.3460, -2.0786], [3.8803, 1.0501, -0.3295], [3.1746, 0.3722, 0.1888], [3.6858, 1.9379, -0.0303], [4.9645, 0.5285, -0.4584], [3.1062, -0.2744, -5.8789], [2.7083, -2.1383, -2.7239], [1.9690, -3.5981, -3.5252], [-2.2766, 0.1804, -1.0895], [-1.7167, -0.5668, -2.5625], [-1.9920, 1.6975, -2.9658], [-0.0360, 3.2927, -2.7848], [0.7945, 1.8349, -1.8004]],
  "nbo_charge": [-0.3784, -0.1555, -0.2335, -0.3705, 0.2102, -0.2668, -0.2756, 0.2777, -0.1226, -0.6456, 0.6329, -0.6491, -0.1144, -0.1448, -0.2487, -0.1158, -0.2213, -0.1092, 0.1537, 0.2112, 0.2003, 0.2189, 0.2255, 0.4274, 0.2764, -0.2096, -0.6037, 0.1825, 0.2457, 0.2118, -0.5607, 0.2049, 0.2082, 0.1700, 0.1935, 0.2621, -0.7621, 0.6449, -0.5653, -0.6465, 0.3778, -0.4860, 0.1536, -0.3698, 0.1708, 0.2387, -0.6213, 0.2572, 0.1900, 0.2344, 0.4152, 0.3351, 0.2631, 0.2757, 0.2129, 0.1671, 0.2197, 0.2081],
  "e_above_lowest_ev": 20.241,
  "e_tot_ha": -2128.62040,
  "fmax_ev_per_a": 15.86,
  "molar_mass_g_mol": 470.62
}

---

(2)
{
  "formula": "C9H10N2O2",
  "method": "wB97M-V/def2-TZVPD",
  "symbols": ["C", "O", "C", "C", "C", "C", "C", "C", "C", "N", "C", "O", "N", "H", "H", "H", "H", "H", "H", "H", "H", "H", "H"],
  "positions_angstrom": [[-0.4914, 3.4587, 1.0614], [0.7843, 2.7972, 1.1799], [0.6158, 1.4236, 0.9216], [1.6565, 0.5462, 1.3641], [1.6138, -0.8079, 1.1298], [0.6234, -1.2796, 0.2307], [-0.5080, -0.3983, -0.0656], [-0.4989, 1.0385, 0.2089], [-1.4771, -0.9404, -1.0162], [-0.8975, -1.9526, -1.8456], [0.1246, -2.8963, -1.5921], [0.1881, -3.9276, -2.1799], [0.8939, -2.4954, -0.4719], [-1.3886, 2.9622, 1.6816], [-0.7979, 3.7889, -0.0361], [-0.2873, 4.3985, 1.4880], [2.6653, 0.9173, 1.8678], [2.3781, -1.5495, 1.4101], [-1.3381, 1.6611, -0.1420], [-2.3345, -1.5148, -0.4754], [-1.9985, -0.1746, -1.7159], [-1.5406, -2.3435, -2.6274], [2.0148, -2.7116, -0.3758]],
  "nbo_charge": [-0.2828, -0.5171, 0.3496, -0.2648, -0.2270, 0.1541, -0.0659, -0.3008, -0.2231, -0.6551, 0.8018, -0.6020, -0.6537, 0.1930, 0.1784, 0.1975, 0.2413, 0.2150, 0.2467, 0.1795, 0.2076, 0.4068, 0.4210],
  "smiles": "COc1ccc2c(c1)CNC(=O)N2",
  "e_above_lowest_ev": 2.345,
  "e_tot_ha": -608.87653,
  "fmax_ev_per_a": 4.27,
  "molar_mass_g_mol": 178.19
}

---

(3)
{
  "formula": "C35H29InN3O3PS",
  "method": "wB97M-V/def2-TZVPD",
  "symbols": ["In", "C", "C", "C", "C", "C", "C", "C", "S", "O", "O", "N", "C", "C", "C", "C", "C", "C", "C", "C", "N", "C", "H", "H", "H", "H", "H", "H", "H", "H", "H", "H", "H", "H", "H", "O", "N", "C", "C", "C", "C", "C", "C", "C", "P", "C", "C", "C", "C", "C", "C", "C", "C", "C", "C", "C", "C", "H", "H", "H", "H", "H", "H", "H", "H", "H", "H", "H", "H", "H", "H", "H", "H"],
  "positions_angstrom": [[0.6235, 0.0784, -0.0991], [-3.0333, -7.1360, 1.6782], [-2.3342, -5.9716, 1.0418], [-2.3883, -4.7009, 1.6174], [-1.7625, -3.6202, 1.0256], [-1.0686, -3.8217, -0.1620], [-0.9989, -5.0727, -0.7640], [-1.6338, -6.1385, -0.1532], [-0.2149, -2.5048, -0.9135], [0.1907, -2.8515, -2.2363], [-1.0501, -1.2669, -0.7498], [1.0489, -2.0452, 0.0198], [2.3619, -2.3997, -0.3745], [2.8445, -3.6779, -0.3875], [4.1722, -3.9467, -0.7843], [5.0106, -2.9336, -1.1467], [4.5478, -1.5954, -1.1390], [5.3557, -0.5042, -1.5183], [4.8427, 0.7673, -1.5196], [3.5142, 0.9532, -1.1348], [2.7300, -0.0449, -0.7588], [3.2184, -1.3289, -0.7573], [-3.3530, -6.9056, 2.6922], [-2.3834, -8.0102, 1.7089], [-3.9169, -7.4075, 1.0981], [-2.9353, -4.5593, 2.5405], [-1.8229, -2.6357, 1.4711], [-0.4677, -5.1987, -1.6977], [-1.5910, -7.1172, -0.6138], [2.1956, -4.4922, -0.0892], [4.5223, -4.9695, -0.7918], [6.0308, -3.1348, -1.4448], [6.3813, -0.6850, -1.8154], [5.4368, 1.6191, -1.8155], [3.0742, 1.9425, -1.1448], [0.4599, -1.2357, 2.6620], [0.3351, 0.0199, 2.1220], [-0.0027, 0.9082, 2.9711], [-0.1827, 2.3512, 2.7431], [-0.1920, 3.0827, 3.9305], [-0.3222, 4.4647, 3.9411], [-0.4609, 5.1425, 2.7463], [-0.4715, 4.4328, 1.5512], [-0.3341, 3.0480, 1.5221], [-0.5377, 2.3033, -0.1211], [-2.2858, 2.0145, -0.3994], [-2.6751, 1.2340, -1.4905], [-4.0200, 1.0426, -1.7512], [-4.9751, 1.6152, -0.9202], [-4.5903, 2.3812, 0.1713], [-3.2456, 2.5855, 0.4367], [0.1086, 3.4798, -1.3200], [-0.6388, 3.8433, -2.4350], [-0.1020, 4.7329, -3.3576], [1.1663, 5.2556, -3.1655], [1.9112, 4.8995, -2.0445], [1.3863, 4.0124, -1.1233], [0.6993, -1.8114, 1.8992], [-0.1310, 0.5671, 3.9956], [-0.0863, 2.5578, 4.8712], [-0.3188, 4.9983, 4.8814], [-0.5703, 6.2182, 2.7321], [-0.5973, 4.9771, 0.6240], [-1.9364, 0.7703, -2.1337], [-4.3240, 0.4406, -2.5964], [-6.0260, 1.4596, -1.1239], [-5.3376, 2.8220, 0.8168], [-2.9509, 3.1848, 1.2882], [-1.6357, 3.4497, -2.5830], [-0.6832, 5.0212, -4.2226], [1.5767, 5.9525, -3.8836], [2.8923, 5.3271, -1.8872], [1.9511, 3.7672, -0.2291]],
  "lowdin_charge": [0.9090, -0.0282, -0.2380, -0.0105, -0.0457, -0.3007, -0.0374, -0.0082, 0.6787, -0.2294, -0.3754, -0.2116, -0.2586, 0.0256, -0.0217, 0.0027, -0.1263, 0.0496, -0.0070, -0.0804, 0.0149, -0.1351, 0.0835, 0.0921, 0.0982, 0.1240, 0.1129, 0.1218, 0.1298, 0.1306, 0.1241, 0.1295, 0.1390, 0.1239, 0.0974, -0.0015, -0.0881, -0.0230, -0.1750, -0.0032, -0.0177, -0.0206, -0.0685, -0.2936, 1.0573, -0.3623, -0.1120, -0.0394, -0.0350, -0.0434, -0.0555, -0.3745, -0.0536, -0.0381, -0.0379, -0.0498, -0.1225, 0.0661, 0.1559, 0.1276, 0.1272, 0.1266, 0.1204, 0.1066, 0.1223, 0.1212, 0.1196, 0.1080, 0.1088, 0.1217, 0.1214, 0.1192, 0.1118],
  "e_above_lowest_ev": 0.000,
  "e_tot_ha": -2670.31024,
  "fmax_ev_per_a": 0.21,
  "molar_mass_g_mol": 717.49,
  "total_charge": 2
}

---

(4)
{
  "formula": "F10LiN5O20S10",
  "method": "wB97M-V/def2-TZVPD",
  "symbols": ["Li", "N", "S", "O", "O", "F", "S", "O", "O", "F", "N", "S", "O", "O", "F", "S", "O", "O", "F", "N", "S", "O", "O", "F", "S", "O", "O", "F", "N", "S", "O", "O", "F", "S", "O", "O", "F", "N", "S", "O", "O", "F", "S", "O", "O", "F"],
  "positions_angstrom": [[14.2171, 6.5147, 2.0868], [14.1653, 5.8140, 0.2872], [12.8567, 5.3512, -0.4526], [12.8128, 5.3058, -1.8850], [11.6432, 5.6877, 0.2356], [13.0725, 3.8234, -0.0856], [14.4831, 7.0995, -0.7922], [13.3489, 7.9443, -1.1124], [15.4596, 6.8770, -1.7979], [15.2646, 7.9557, 0.2956], [12.6464, 10.6719, 2.6602], [13.0910, 11.2298, 1.1467], [12.0233, 11.9955, 0.5754], [13.9726, 10.4389, 0.3455], [14.0675, 12.4346, 1.6618], [12.0469, 9.3106, 2.1295], [12.9412, 8.1584, 2.1086], [10.8198, 9.3046, 1.3948], [11.3917, 8.9580, 3.5846], [17.6209, 4.8577, 0.6090], [17.7011, 6.2490, 1.5750], [16.4827, 6.5538, 2.2733], [18.5998, 7.3188, 1.2572], [18.5737, 5.5553, 2.8010], [18.7713, 5.1988, -0.4460], [20.1090, 4.9527, 0.0675], [18.5351, 6.2865, -1.3458], [18.5863, 3.9015, -1.3947], [14.7950, 7.6172, 6.9896], [14.3837, 8.1326, 5.4179], [14.4438, 7.2478, 4.2798], [14.4549, 9.5388, 5.1998], [12.8160, 7.9599, 5.8165], [16.1968, 7.1179, 6.6212], [17.1887, 8.1098, 6.2403], [16.2856, 5.8036, 6.0682], [16.6089, 6.7815, 8.1751], [15.2096, 2.6660, 1.7223], [14.0687, 1.4115, 1.6795], [12.6787, 1.8012, 1.7254], [14.5411, 0.1758, 2.2871], [14.2540, 1.0602, 0.1249], [14.6824, 3.3215, 3.0440], [14.4871, 2.4940, 4.2154], [13.8651, 4.5094, 2.8303], [16.1027, 3.9336, 3.4046]],
  "nbo_charge": [0.8768, -1.1508, 2.4720, -0.9472, -0.9329, -0.5109, 2.4211, -0.9158, -0.9059, -0.4957, -1.0322, 2.3885, -0.9484, -0.8676, -0.5359, 2.4073, -0.9388, -0.8991, -0.5488, -1.0594, 2.4133, -0.9157, -0.9088, -0.5361, 2.4469, -0.9688, -0.9224, -0.5282, -1.0765, 2.3856, -0.8787, -0.8971, -0.5317, 2.4176, -0.9354, -0.9024, -0.5638, -1.0415, 2.3887, -0.9102, -0.9466, -0.5195, 2.4403, -0.9308, -0.9548, -0.4995],
  "e_above_lowest_ev": 0.100,
  "e_tot_ha": -6766.58596,
  "fmax_ev_per_a": 7.72,
  "molar_mass_g_mol": 907.61,
  "total_charge": -4
}

---

(5)
{
  "formula": "C12H32N2O4PS3",
  "method": "wB97M-V/def2-TZVPD",
  "symbols": ["C", "N", "C", "C", "O", "C", "N", "P", "C", "C", "H", "H", "H", "H", "H", "H", "H", "H", "H", "H", "H", "H", "H", "H", "C", "S", "O", "C", "H", "H", "H", "H", "H", "H", "C", "S", "O", "C", "H", "H", "H", "H", "H", "H", "C", "S", "O", "C", "H", "H", "H", "H", "H", "H"],
  "positions_angstrom": [[-1.7719, 2.4169, -0.4020], [-1.6249, 1.5348, -1.5562], [-0.8992, 2.2199, -2.6607], [-1.0259, 0.3028, -1.2136], [-1.3979, -0.6955, -1.7189], [0.0967, 0.2755, -0.2021], [1.0939, 1.2468, -0.6407], [2.6006, 0.8397, -0.1238], [3.5698, 0.2200, -1.6041], [3.3555, 2.4554, 0.3570], [-0.8492, 2.5669, 0.1530], [-2.1823, 3.3526, -0.7521], [-2.5155, 1.9956, 0.2669], [-0.3983, 3.0800, -2.2504], [-0.0991, 1.5767, -2.9833], [-1.5570, 2.4832, -3.4789], [0.4819, -0.7352, -0.1941], [-0.3139, 0.5396, 0.7864], [2.9513, -0.4130, -2.2197], [4.3783, -0.4006, -1.2394], [3.9436, 1.0030, -2.2641], [3.2250, 3.2471, -0.3757], [2.8270, 2.7528, 1.2477], [4.3967, 2.3053, 0.6352], [-3.1031, -0.5226, -5.3257], [-2.0657, 0.7220, -6.0979], [-2.7186, 2.0363, -5.8728], [-2.4363, 0.2385, -7.7936], [-3.0503, -0.3749, -4.2471], [-4.1325, -0.4059, -5.6676], [-2.7261, -1.5145, -5.5757], [-3.5111, 0.3010, -7.9681], [-2.0811, -0.7779, -7.9655], [-1.9161, 0.9239, -8.4598], [2.0055, -0.7017, 4.9712], [2.4384, 0.9069, 4.2987], [1.5045, 1.1590, 3.1813], [4.0025, 0.3953, 3.5705], [1.0285, -0.6238, 5.4364], [1.9642, -1.4328, 4.1641], [2.7428, -0.9995, 5.7193], [3.8260, -0.4108, 2.8586], [4.6813, 0.0735, 4.3635], [4.4257, 1.2506, 3.0483], [-3.0435, -2.7132, 4.7421], [-1.5681, -3.3337, 5.5598], [-0.5905, -2.2186, 5.5868], [-1.0670, -4.4328, 4.2282], [-3.4959, -1.9655, 5.3900], [-2.7711, -2.2568, 3.7903], [-3.7443, -3.5338, 4.5861], [-0.9302, -3.8589, 3.3113], [-1.8275, -5.2013, 4.0876], [-0.1259, -4.8981, 4.5136]],
  "nbo_charge": [-0.4196, -0.5241, -0.4166, 0.7447, -0.6057, -0.3428, -1.1787, 0.9433, -0.9847, -0.9629, 0.2211, 0.1849, 0.1770, 0.1983, 0.2183, 0.1884, 0.1781, 0.1677, 0.2203, 0.1961, 0.1877, 0.2006, 0.2328, 0.1898, -0.8392, 1.2714, -0.9862, -0.8347, 0.2759, 0.2166, 0.2218, 0.2214, 0.2205, 0.2315, -0.8350, 1.2409, -0.9686, -0.8432, 0.2598, 0.2321, 0.2069, 0.2489, 0.2044, 0.2397, -0.8335, 1.2494, -0.9900, -0.8339, 0.2380, 0.2456, 0.2213, 0.2455, 0.2217, 0.2368],
  "e_tot_ha": -2422.68190,
  "fmax_ev_per_a": 3.54,
  "molar_mass_g_mol": 395.57,
  "total_charge": -1
}